{"formula": "CH4NO2", "method": "the ωB97M-V functional and the def2-TZVPD basis", "species": ["C", "H", "H", "H", "O", "H", "O", "N"], "xyz": [[0.409, 0.070, 2.316], [-0.759, 1.035, -1.298], [-0.160, -1.212, -2.579], [0.306, 0.370, 0.162], [0.015, 0.426, -1.438], [0.246, -0.281, 3.247], [-0.378, -0.931, -1.670], [0.320, 0.522, 1.258]], "forces_ev_per_angstrom": [[-0.59, 2.30, -4.95], [-0.08, -1.33, -0.97], [0.30, 1.14, -0.08], [0.00, 0.74, -0.29], [0.72, 0.39, 0.76], [-0.01, -1.05, 3.06], [-1.04, -0.15, 0.98], [0.69, -2.03, 1.48]], "mulliken_charge": [0.1325, 0.4086, 0.3699, 0.4266, -0.4733, 0.3922, -0.2770, 0.0204], "charge": 1, "mol_weight_g_mol": 62.0, "e_lumo_ha": -0.2002, "largest_force_ev_per_a": 5.485, "homo_lumo_gap_ev": 10.679, "de_lowest_kcal_mol": 119.0}